(1)
{"formula": "C4H9NO2", "method": "ωB97M-V with the def2-TZVPD basis set", "elements": ["C", "C", "C", "O", "C", "N", "O", "H", "H", "H", "H", "H", "H", "H", "H", "H"], "coordinates": [[0.340654, 2.028312, -0.700423], [0.169272, 0.738960, -1.498237], [0.556776, -0.505464, -0.712239], [-0.517867, -0.835880, 0.183609], [-0.175820, -1.264310, 1.419613], [-1.292505, -1.661044, 2.097165], [0.947030, -1.271482, 1.875006], [1.396016, 2.196621, -0.461154], [-0.027850, 2.893800, -1.261815], [-0.205961, 1.975108, 0.246390], [-0.870352, 0.629939, -1.832176], [0.787336, 0.781515, -2.403377], [0.708549, -1.366144, -1.377956], [1.469717, -0.348484, -0.129407], [-1.138833, -2.152164, 2.960326], [-2.146163, -1.839284, 1.594674]], "forces_ev_per_a": [[-0.034, -0.004, 0.083], [-0.003, -0.051, -0.067], [0.183, 0.062, -0.187], [0.059, -0.045, 0.119], [0.147, -0.038, 0.079], [0.021, -0.035, 0.038], [-0.381, -0.006, -0.174], [-0.126, 0.001, -0.041], [0.072, -0.135, 0.117], [0.018, 0.036, -0.114], [0.160, -0.006, 0.029], [-0.064, -0.047, 0.116], [-0.069, 0.171, 0.153], [-0.146, -0.031, -0.104], [0.014, 0.053, -0.042], [0.147, 0.075, -0.006]], "nbo_charge": [-0.609, -0.417, -0.075, -0.534, 0.885, -0.840, -0.645, 0.205, 0.211, 0.210, 0.207, 0.206, 0.181, 0.212, 0.402, 0.400], "smiles": "CCCOC(N)=O", "charge": 0, "e_above_lowest_kcal_mol": 4.3, "lumo_energy_ev": 0.906, "e_homo_ev": -10.3797}

(2)
{"formula": "C31H42NO5Si2", "method": "ωB97M-V with the def2-TZVPD basis set", "elements": ["C", "O", "C", "O", "C", "C", "C", "C", "C", "C", "C", "C", "C", "C", "C", "C", "C", "C", "C", "O", "C", "C", "C", "C", "C", "C", "C", "C", "N", "O", "Si", "C", "C", "C", "O", "Si", "C", "C", "C", "H", "H", "H", "H", "H", "H", "H", "H", "H", "H", "H", "H", "H", "H", "H", "H", "H", "H", "H", "H", "H", "H", "H", "H", "H", "H", "H", "H", "H", "H", "H", "H", "H", "H", "H", "H", "H", "H", "H", "H", "H", "H"], "coordinates": [[-0.556297, -6.057963, -0.982984], [-0.115888, -4.808258, -0.455702], [-1.092757, -3.891026, -0.457330], [-2.232663, -4.090413, -0.848132], [-0.586229, -2.530865, 0.025722], [-1.673151, -1.637928, 0.608055], [-1.376666, -0.199188, 0.426615], [0.052119, 0.288220, 0.321405], [0.738303, 0.805976, -0.871467], [1.052156, 0.382723, -2.450635], [0.024351, 0.422638, -3.338055], [0.192540, 0.622073, -4.720721], [1.483394, 0.795629, -5.248558], [2.574974, 0.779620, -4.379745], [2.346643, 0.543260, -2.985754], [2.183339, 0.965779, -0.313919], [2.970450, -0.096228, 0.179050], [3.845842, 0.179908, 1.225030], [4.089476, 1.537743, 1.538871], [5.008174, 1.895660, 2.483810], [6.123471, 1.036751, 2.621176], [6.986592, 0.883850, 1.533302], [7.775390, -0.262272, 1.484772], [7.761020, -1.170667, 2.545042], [6.994674, -0.914757, 3.686675], [6.200193, 0.235115, 3.758635], [3.437038, 2.599546, 0.864670], [2.531959, 2.291810, -0.123855], [-2.334061, 0.697601, 0.010955], [-3.439908, 0.784458, 0.951331], [-3.388139, 2.219600, 1.913567], [-4.840201, 3.249211, 1.381515], [-3.532334, 1.597735, 3.655378], [-1.775130, 3.044298, 1.496577], [-2.862448, 0.209995, -1.177645], [-4.485365, -0.383922, -1.228586], [-5.418380, 1.137859, -1.747922], [-4.190869, -1.750644, -2.477700], [-5.167092, -1.217818, 0.320337], [0.344104, -6.674267, -0.977041], [-1.326437, -6.498230, -0.352116], [-0.935779, -5.941117, -1.997743], [0.189992, -2.707546, 0.782076], [-0.109257, -2.025085, -0.832065], [-2.632050, -1.891330, 0.139589], [-1.755469, -1.878015, 1.681586], [0.019763, 1.160698, 1.026052], [0.592087, -0.544522, 0.802815], [0.020579, 1.787853, -0.966688], [-0.992083, 0.388948, -2.910156], [-0.683639, 0.663590, -5.374674], [1.616964, 0.942000, -6.318473], [3.584195, 0.973455, -4.761199], [3.237255, 0.624589, -2.361953], [2.848500, -1.157940, -0.142771], [4.363545, -0.631741, 1.781283], [6.947725, 1.597934, 0.709952], [8.393546, -0.442395, 0.603880], [8.367301, -2.074939, 2.494798], [6.997041, -1.609657, 4.531970], [5.567068, 0.457444, 4.621206], [3.697561, 3.644836, 1.090568], [1.989638, 3.061520, -0.689932], [-4.788801, 4.205549, 1.922795], [-4.843594, 3.461350, 0.304465], [-5.790895, 2.765799, 1.640303], [-3.353069, 2.414339, 4.369051], [-4.540437, 1.200458, 3.836824], [-2.810289, 0.794569, 3.853841], [-1.897186, 4.135472, 1.459643], [-0.994374, 2.829436, 2.236110], [-1.435806, 2.712745, 0.501951], [-6.305344, 0.869910, -2.342055], [-5.747446, 1.742710, -0.891183], [-4.766546, 1.768816, -2.370762], [-5.135905, -2.232031, -2.781775], [-3.704445, -1.343989, -3.377038], [-3.529820, -2.535585, -2.065758], [-5.846001, -2.027713, 0.004141], [-4.404242, -1.668119, 0.967715], [-5.752471, -0.514906, 0.926986]], "forces_ev_per_a": [[0.509, -0.877, -0.222], [-0.898, 1.021, 0.104], [-0.883, 0.209, -0.397], [1.380, 0.274, 0.649], [0.960, -0.320, 0.047], [-0.369, -0.112, 0.043], [1.625, -1.951, -2.198], [-2.441, -3.297, 3.651], [1.281, 2.184, -4.071], [0.320, 0.620, 1.597], [-2.111, 0.079, -1.093], [0.390, -0.248, 0.280], [-0.469, -0.154, 0.417], [-0.821, -0.504, 1.116], [0.786, 0.520, -0.874], [-1.059, 0.770, -0.241], [-0.987, -0.151, 0.535], [0.656, 0.451, -0.179], [-0.110, 0.117, -0.333], [0.799, 0.276, 0.567], [-0.630, -0.177, -0.278], [-0.469, -0.291, 0.227], [0.225, 0.204, 0.124], [-0.045, -0.043, 0.144], [0.217, 0.316, 0.153], [-0.166, -0.250, -0.491], [1.327, -0.117, 0.359], [-0.445, 0.066, 0.721], [-2.602, 2.828, -0.017], [1.800, -0.487, -0.327], [-0.230, 0.352, -0.137], [-0.072, 0.057, 0.147], [-0.077, 0.044, 0.088], [0.314, 0.329, -0.040], [1.293, -0.574, 0.760], [-0.566, -0.959, -0.036], [-0.239, 0.042, -0.242], [-0.131, 0.214, -0.320], [-0.304, -0.059, -0.065], [-0.261, -0.041, -0.066], [0.016, 0.065, -0.009], [0.027, 0.023, 0.089], [-0.020, -0.023, -0.379], [-0.098, -0.399, 0.155], [0.155, 0.219, 0.312], [-0.192, 0.292, -0.032], [0.251, -0.484, -0.247], [0.164, 0.573, -0.102], [2.706, -1.541, -0.464], [0.372, -0.025, -0.500], [0.348, -0.030, 0.272], [-0.003, 0.084, 0.241], [-0.417, -0.214, 0.343], [-0.422, -0.192, -0.062], [-0.316, 0.974, 0.338], [-0.243, 0.763, -0.687], [-0.068, -0.279, 0.166], [-0.102, 0.015, 0.319], [-0.185, 0.226, -0.011], [0.111, 0.254, -0.343], [0.134, -0.173, -0.361], [0.014, -0.687, -0.015], [0.228, -0.259, 0.483], [-0.126, -0.158, -0.157], [0.104, -0.006, 0.263], [0.148, 0.116, -0.044], [-0.050, -0.228, -0.104], [0.229, 0.079, 0.006], [-0.102, 0.199, 0.007], [0.032, -0.230, 0.077], [-0.054, 0.053, -0.096], [-0.148, 0.370, 0.433], [0.201, 0.134, 0.168], [0.081, -0.275, -0.189], [-0.213, -0.199, 0.099], [0.330, 0.176, 0.076], [-0.161, -0.173, 0.134], [-0.329, 0.375, -0.044], [0.218, 0.226, 0.046], [-0.310, 0.135, -0.179], [0.190, -0.137, -0.103]], "mulliken_charge": [-0.699, -0.316, 0.206, -0.631, -0.106, 0.371, 0.286, -1.296, 2.000, 0.179, -0.080, -0.887, -0.428, -0.944, -0.383, -1.224, -0.215, -0.331, 0.477, -0.479, -0.085, -0.228, -0.369, -0.496, -0.276, -0.414, -1.159, 0.003, 0.338, -0.425, 0.416, -1.149, -1.098, -0.799, 0.040, 0.676, -1.068, -0.978, -1.065, 0.242, 0.324, 0.328, 0.423, 0.139, -0.514, 0.543, -0.197, 0.645, 0.146, 0.277, 0.411, 0.393, 0.394, 0.389, 0.531, 0.373, 0.445, 0.385, 0.387, 0.360, 0.403, 0.457, 0.449, 0.425, 0.345, 0.331, 0.401, 0.320, 0.301, 0.554, 0.239, 0.060, 0.419, 0.216, 0.251, 0.426, 0.302, 0.174, 0.500, 0.346, 0.295], "smiles": "COC(=O)CCC(C[C@H](c1ccccc1)c1ccc(Oc2ccccc2)cc1)=[N+](O[Si](C)(C)C)O[Si](C)(C)C", "charge": 1, "lumo_energy_ev": -5.994, "e_homo_ev": -10.5105}

(3)
{"formula": "C4H6IN3S", "method": "ωB97M-V with the def2-TZVPD basis set", "elements": ["C", "C", "C", "C", "N", "N", "N", "S", "I", "H", "H", "H", "H", "H", "H"], "coordinates": [[-1.958303, 0.630421, 0.145484], [0.109284, 0.295968, -0.773766], [0.460400, 1.454656, 0.276232], [0.493829, -0.998679, 1.448674], [-1.324539, 0.011630, -0.760947], [0.912110, -0.078581, 0.407980], [0.522642, -0.230894, -2.086575], [-1.033701, 1.700309, 1.143764], [2.354636, 0.639307, -2.587509], [-3.114484, 0.522416, 0.310139], [-0.488758, -1.255554, 1.334425], [1.048903, -2.043445, 1.276683], [0.418331, -0.628649, 2.461836], [1.862243, -0.056076, 0.064629], [-0.262592, 0.037172, -2.661048]], "forces_ev_per_a": [[-2.090, -0.260, 0.439], [-2.376, 0.718, 0.731], [0.760, -0.988, -1.649], [2.508, -2.743, -0.694], [0.369, -0.719, 0.020], [-0.577, 0.479, -0.215], [1.233, 1.021, 1.938], [0.051, 0.444, 0.172], [-0.595, -0.204, -0.318], [2.335, 0.105, -0.466], [-2.713, -0.631, -1.089], [-0.868, 2.467, 0.872], [1.319, 0.488, 0.227], [0.464, -0.459, 0.803], [0.181, 0.281, -0.771]], "nbo_charge": [-0.075, 0.312, -0.396, -0.432, -0.497, -0.461, -0.734, 0.288, 0.262, 0.226, 0.221, 0.223, 0.230, 0.431, 0.400], "charge": 0, "e_above_lowest_kcal_mol": 62.3, "lumo_energy_ev": -0.233, "e_homo_ev": -8.0573}